i:
C4H7N2 | ωB97M-V with the def2-TZVPD basis set

Each line ends with the natural charge from an NBO analysis.
Cartesian coordinates (Å):
C -0.91 0.03 -1.51  0.08
C -0.63 -0.07 0.03  0.46
C -1.48 0.35 1.08  -0.73
C 1.96 -0.22 0.13  -0.48
N 0.30 -0.02 -1.79  -0.11
N 0.62 -0.24 -0.34  -0.16
H -1.74 0.04 -2.08  0.23
H -1.05 0.93 1.89  0.30
H -1.96 -0.66 1.52  0.32
H -2.32 0.71 0.50  0.28
H 2.21 0.41 0.97  0.26
H 2.65 -0.05 -0.82  0.28
H 2.34 -1.23 0.41  0.26

As for the HOMO-LUMO gap: 9.28 eV. Its net charge is +1. For the HOMO energy, the calculation gives -15.46 eV.



ii:
C4H7N2 | ωB97M-V with the def2-TZVPD basis set

Each line ends with the natural charge from an NBO analysis.
Cartesian coordinates (Å):
C -0.13 0.09 0.08  0.23
C -2.54 -0.04 -0.33  -0.15
C -1.42 0.61 0.06  -0.34
C 3.02 -0.43 -0.12  0.00
N 2.29 0.56 -0.27  -0.23
N 0.97 0.76 0.14  -0.28
H -3.50 0.48 -0.38  0.23
H -2.78 -1.02 -0.77  0.24
H -1.48 1.58 0.32  0.23
H 2.96 -1.31 0.50  0.20
H 4.09 -0.26 -0.38  0.23
H -0.05 -1.01 -0.07  0.23
H 0.84 1.70 0.36  0.41

As for the SMILES: C=C/C=[NH+]/N=C. As for the HOMO-LUMO gap: 8.99 eV. Its net charge is +1. For the HOMO energy, the calculation gives -14.71 eV.



iii:
C4H7N2 | ωB97M-V with the def2-TZVPD basis set

Each line ends with the natural charge from an NBO analysis.
Cartesian coordinates (Å):
C -1.87 -0.18 0.65  -0.04
C -0.56 -0.22 0.22  -0.12
C 0.86 -0.14 0.15  0.48
C -2.01 0.44 -0.67  -0.33
N 1.65 -1.02 0.84  -0.73
N 1.44 0.68 -0.69  -0.70
H -2.37 -0.35 1.64  0.26
H -2.08 -0.05 -1.55  0.22
H -2.39 1.52 -0.79  0.23
H 1.38 -1.54 1.64  0.43
H 2.63 -1.05 0.68  0.41
H 0.91 1.33 -1.38  0.46
H 2.43 0.58 -0.73  0.41

As for the SMILES: NC(=[NH2+])C1=CC1. As for the HOMO-LUMO gap: 9.16 eV. Its net charge is +1. For the HOMO energy, the calculation gives -13.89 eV.



iv:
C4H7N2 | ωB97M-V with the def2-TZVPD basis set

Each line ends with the natural charge from an NBO analysis.
Cartesian coordinates (Å):
C -1.91 0.32 0.14  -0.46
C -2.79 0.28 -0.80  0.25
C -0.77 0.77 0.65  -0.01
C 0.50 0.10 0.48  0.04
N 1.16 0.66 -0.85  -0.81
N 0.35 -1.33 0.14  -0.69
H -0.80 1.64 1.17  0.24
H 1.16 0.11 1.26  0.24
H 1.81 1.44 -0.63  0.41
H 0.32 1.13 -1.49  0.41
H 1.07 -1.60 -0.61  0.48
H -0.53 -1.46 -0.32  0.45
H 0.44 -2.06 0.86  0.46

As for the HOMO-LUMO gap: 8.71 eV. Its net charge is +1. For the HOMO energy, the calculation gives -14.76 eV.



Tell me which of them is the most stable. Sure, it is iii.



i:
C4H14N | ωB97M-V with the def2-TZVPD basis set

Each line ends with the natural charge from an NBO analysis.
Cartesian coordinates (Å):
C 1.12 -0.51 -0.62  -0.23
C 1.31 0.09 -2.00  -0.64
N 2.32 -0.34 0.26  -0.66
H 0.26 -0.07 -0.13  0.24
H 0.91 -1.57 -0.68  0.23
H 2.10 -0.45 -2.53  0.23
H 1.45 1.17 -1.90  0.23
H 2.78 0.56 0.09  0.44
H 2.08 -0.37 1.24  0.45
H 3.02 -1.05 0.07  0.44
H 0.38 -0.04 -2.55  0.26
C -2.26 0.80 0.49  -0.61
C -2.17 -0.18 1.66  -0.61
H -1.63 0.56 -0.36  0.17
H -3.29 0.89 0.20  0.23
H -1.91 1.78 0.82  0.21
H -1.17 -0.40 2.00  0.17
H -2.64 -1.14 1.43  0.21
H -2.68 0.25 2.52  0.23

As for the HOMO-LUMO gap: 11.08 eV. Its net charge is +1. For the HOMO energy, the calculation gives -14.95 eV.



ii:
C4H14N | ωB97M-V with the def2-TZVPD basis set

Each line ends with the natural charge from an NBO analysis.
Cartesian coordinates (Å):
C 1.52 -0.26 1.51  -0.61
C 0.72 -0.18 2.72  -0.61
H 0.91 -0.13 0.52  0.17
H 2.00 0.75 1.13  0.18
H 2.37 -0.95 1.48  0.24
H -0.38 0.19 2.39  0.17
H 0.38 -1.18 2.84  0.22
H 1.07 0.17 3.62  0.24
C -0.28 -0.23 -1.28  -0.22
C -1.39 -0.89 -2.10  -0.62
N -0.50 1.41 -1.08  -0.73
H -0.34 -0.81 -0.24  0.28
H 0.76 -0.25 -1.76  0.24
H -1.26 -0.74 -3.12  0.23
H -2.31 -0.14 -1.83  0.20
H -1.31 1.38 -0.36  0.46
H 0.35 1.80 -0.77  0.44
H -0.76 2.00 -1.87  0.45
H -1.55 -1.94 -1.80  0.27

As for the HOMO-LUMO gap: 10.32 eV. Its net charge is +1. For the HOMO energy, the calculation gives -14.16 eV.



iii:
C4H14N | ωB97M-V with the def2-TZVPD basis set

Each line ends with the natural charge from an NBO analysis.
Cartesian coordinates (Å):
C -0.69 0.56 1.83  -0.22
C -1.73 -0.52 1.82  -0.65
N 0.71 0.02 1.87  -0.67
H -0.77 1.17 0.95  0.24
H -0.77 1.28 2.65  0.23
H -1.86 -0.97 0.84  0.24
H -2.68 -0.03 2.03  0.26
H 1.39 0.74 2.10  0.45
H 0.85 -0.77 2.51  0.44
H 1.02 -0.31 0.95  0.45
H -1.60 -1.36 2.50  0.23
C 1.48 0.02 -2.20  -0.62
C 0.07 0.10 -2.78  -0.61
H 2.14 0.22 -3.04  0.24
H 1.73 0.58 -1.34  0.17
H 1.72 -1.02 -1.93  0.20
H -0.22 -0.85 -3.22  0.22
H -0.06 0.89 -3.51  0.22
H -0.72 0.25 -2.03  0.18

As for the HOMO-LUMO gap: 11.16 eV. Its net charge is +1. For the HOMO energy, the calculation gives -14.97 eV.



Tell me which of them is the most stable. Sure, it is i.



i:
C5H6OS2 | ωB97M-V with the def2-TZVPD basis set

Each line ends with the natural charge from an NBO analysis.
Cartesian coordinates (Å):
C -0.23 -0.56 -0.78  -0.57
C -1.02 0.74 -0.46  -0.22
C -0.41 2.14 -0.49  -0.45
C 1.07 -0.81 -0.12  -0.15
C 1.17 -0.63 1.37  0.34
H -1.36 -2.30 1.03  0.20
H -0.03 -0.62 -1.90  0.28
H -2.26 0.08 -0.21  0.27
H 0.88 2.47 -0.79  0.23
H -1.13 3.00 -0.12  0.23
H 2.15 -0.24 1.95  0.17
O 0.15 -0.63 2.04  -0.50
S -1.54 -1.77 -0.62  0.02
S 2.55 -0.87 -0.91  0.14

As for the HOMO-LUMO gap: 7.48 eV. For the HOMO energy, the calculation gives -9.30 eV.



ii:
C5H6OS2 | ωB97M-V with the def2-TZVPD basis set

Each line ends with the natural charge from an NBO analysis.
Cartesian coordinates (Å):
C 1.17 -0.34 0.02  0.23
C 0.51 -0.09 1.31  -0.49
C -0.87 0.33 0.95  -0.43
C 0.06 -0.92 -0.88  -0.40
C 0.45 0.52 -1.02  -0.47
H 2.93 0.34 0.16  0.47
H 0.66 -1.08 1.80  0.24
H 1.03 0.67 1.79  0.22
H -1.55 0.57 1.90  0.27
H 0.20 -1.43 -1.90  0.27
H 1.20 0.66 -1.90  0.27
O 2.53 -0.65 0.09  -0.67
S -1.55 -1.18 -0.09  0.21
S -0.49 1.70 -0.22  0.29

As for the SMILES: O[C@@]12C[C@H]3S[C@@H]1[C@@H]2S3. As for the HOMO-LUMO gap: 9.19 eV. For the HOMO energy, the calculation gives -8.67 eV.



Tell me which of them is the most stable. Sure, it is ii.